Below is 9 unconnected molecules or ions with the total composition C9H28BrNO9P2S in a non-equilibrium geometry, with properties calculated with wB97M-V/def2-TZVPD.

Calculated values
* strongest force on any atom: 0.06478 hartree/bohr
* gap between HOMO and LUMO: 0.2900 Eh
* LUMO: -0.10 eV
* HOMO: -7.986 eV

Structure (XYZ):
```
51
Properties=species:S:1:pos:R:3:forces:R:3
Br 2.557 -3.480 1.183 -0.249 0.719 -0.387
S 1.982 0.462 5.017 1.001 0.031 -1.588
P 2.520 0.043 1.184 -1.616 -0.396 -0.941
P 3.065 -1.673 -0.102 1.558 -1.397 -1.437
O -6.467 -1.580 -0.154 -0.156 0.058 -0.236
O 2.057 -1.767 -1.448 -0.202 -0.631 0.810
O 0.083 3.990 -3.910 0.272 0.081 0.004
O -1.050 0.513 -6.646 -0.046 -0.030 0.258
O 3.741 -2.842 4.729 0.063 0.289 -0.020
O 4.302 1.073 7.470 -0.078 0.202 0.123
O -0.080 -2.176 -4.244 0.086 0.146 0.145
O -0.184 6.228 -2.336 -0.130 0.408 0.163
O 0.327 1.208 -3.233 0.464 -0.316 -0.043
N 2.234 1.399 2.397 1.325 -0.618 1.728
C 2.372 0.943 3.511 -2.382 1.603 1.259
C -0.949 -0.738 -0.906 -0.185 -0.100 3.325
C -1.788 -1.112 1.934 1.044 0.375 -2.862
C 1.176 0.686 0.017 -1.582 0.595 0.367
C -0.589 -0.342 1.607 -1.672 -1.024 -0.769
C -2.538 -1.707 0.827 0.242 0.531 0.490
C -2.142 -1.518 -0.563 1.479 1.188 1.000
C -0.164 -0.162 0.227 -0.592 -0.869 -0.126
C -3.806 -2.547 1.245 1.323 -0.091 -0.291
H 4.649 -2.782 5.046 -0.087 -0.035 -0.005
H 0.727 2.091 -3.236 -0.465 0.221 -0.260
H 1.083 0.610 -3.164 -0.074 -0.012 -0.054
H -0.045 0.095 2.482 -0.352 -0.304 -1.107
H -2.109 -1.261 2.993 0.328 0.150 -1.128
H 0.146 7.019 -1.894 0.082 -0.106 -0.044
H 4.590 1.894 7.885 0.035 -0.107 -0.014
H -1.849 0.053 -6.366 0.065 0.012 -0.095
H -3.456 -3.200 2.093 -0.626 0.641 -0.682
H 3.372 1.227 7.264 0.142 -0.084 -0.094
H -6.915 -0.846 -0.592 0.040 -0.032 0.086
H -6.518 -2.300 -0.793 0.032 0.020 0.099
H 3.423 -1.928 4.753 -0.002 -0.201 0.057
H 0.835 -2.159 -3.937 -0.056 -0.032 -0.059
H -0.369 -1.259 -4.169 0.003 -0.067 -0.057
H -0.840 4.183 -4.101 0.082 -0.165 -0.021
H 3.891 0.475 1.125 -0.590 -0.298 -0.140
H 0.403 4.788 -3.460 -0.208 -0.172 -0.048
H 1.487 0.746 -1.050 -0.121 -0.428 0.938
H -2.737 -1.946 -1.403 0.465 0.281 0.957
H 1.652 -2.657 -1.457 -0.014 0.570 -0.097
H -4.656 -1.891 1.563 0.784 -0.721 -0.403
H 2.078 -0.913 2.167 0.312 0.473 -0.305
H -4.097 -3.239 0.411 0.022 0.788 0.739
H -0.583 0.697 -5.820 0.006 0.108 -0.084
H -0.604 -0.564 -1.946 -0.463 -0.231 1.031
H -1.109 6.431 -2.521 0.060 -0.069 0.024
H 0.893 1.734 0.323 0.635 -0.955 -0.204
```
Positions in Å, forces in eV/Å.

Atomic partial charges in e from the natural (NBO) method, atoms 1 to 2: -0.236 -0.081

Below is 6 unconnected molecules or ions with the total composition C9H28IO9 in a non-equilibrium geometry, with properties calculated with wB97M-V/def2-TZVPD.

Calculated values
* net charge: -1
* strongest force on any atom: 0.02838 hartree/bohr
* gap between HOMO and LUMO: 0.3202 Eh
* LUMO: 2.86 eV
* HOMO: -5.851 eV

Structure (XYZ):
```
47
Properties=species:S:1:pos:R:3:forces:R:3
I 0.561 -0.949 -0.566 0.050 0.096 -0.095
O -0.386 -3.629 5.110 -0.315 0.019 0.278
O 0.861 1.444 2.058 -0.003 0.130 -0.172
O 1.714 4.083 1.210 -0.423 0.210 -0.261
O -2.729 -1.706 -1.506 -0.101 -0.129 -0.179
O 0.682 -2.526 2.621 -0.213 -0.196 0.166
O 0.259 1.081 -6.605 -0.309 0.086 -0.217
O -0.260 -0.108 -4.084 0.162 -0.001 -0.436
O -2.635 0.045 0.878 0.191 0.335 0.457
O 4.089 -0.432 -0.841 -0.173 -0.582 0.468
C -3.580 -0.960 0.625 -0.844 0.048 -0.639
C -0.058 -2.255 4.903 0.504 -0.712 -0.177
C -3.839 -1.103 -0.878 0.320 -0.102 0.279
C -0.036 2.538 1.906 0.440 -0.452 -0.316
C -0.199 -1.822 3.472 -0.356 1.270 -0.347
C 0.459 3.500 0.833 0.161 -0.318 0.535
C -0.467 1.749 -5.585 0.475 0.467 0.240
C 4.968 -1.305 -0.139 0.214 0.159 -0.384
C -0.055 1.301 -4.196 -0.681 -1.290 0.009
H 0.978 -2.103 5.225 0.018 0.206 -0.036
H -1.950 -1.140 -1.360 -0.142 -0.281 -0.129
H -0.065 3.025 2.880 -0.117 0.138 -0.044
H -0.702 -1.667 5.552 -0.151 0.022 -0.040
H 0.268 -4.169 4.660 0.036 0.117 -0.228
H -4.036 -0.141 -1.365 -0.080 0.232 0.394
H -4.734 -1.711 -1.041 0.209 -0.271 -0.055
H -4.527 -0.690 1.110 0.148 0.344 0.056
H 0.159 -0.418 -3.269 -0.127 0.036 0.095
H 1.130 0.860 -6.265 -0.019 -0.084 0.105
H -1.236 -1.871 3.110 -0.018 -0.495 0.214
H 0.478 -2.225 1.718 0.328 -0.137 0.089
H 0.930 0.995 1.194 -0.067 -0.115 0.319
H -1.538 1.627 -5.753 0.070 -0.412 -0.066
H 5.628 -1.795 -0.862 0.044 -0.124 0.096
H -0.717 1.741 -3.446 0.425 0.708 0.041
H 3.207 -0.834 -0.739 0.049 0.543 -0.240
H 0.011 -0.740 3.430 0.223 -0.100 0.087
H -0.281 2.833 -5.652 0.009 -0.033 0.063
H 1.010 1.495 -4.044 -0.019 0.491 0.231
H 0.602 2.939 -0.095 -0.282 0.076 -0.091
H -1.033 2.166 1.637 -0.075 0.172 0.056
H -3.323 -1.932 1.055 0.348 -0.056 -0.154
H 2.389 3.597 0.733 0.132 -0.054 0.176
H 5.595 -0.742 0.556 -0.061 0.094 0.029
H -0.297 4.279 0.693 0.219 0.127 -0.116
H 4.434 -2.069 0.425 -0.063 0.004 0.012
H -1.729 -0.254 0.696 -0.134 -0.186 -0.075
```
Positions in Å, forces in eV/Å.

Atomic partial charges in e from the natural (NBO) method, atoms 1 to 2: -0.878 -0.735

Below is 4 unconnected molecules or ions with the total composition C9H28N4O4 in a non-equilibrium geometry, with properties calculated with wB97M-V/def2-TZVPD.

Calculated values
* strongest force on any atom: 0.05465 hartree/bohr
* gap between HOMO and LUMO: 0.3657 Eh
* LUMO: 0.69 eV
* HOMO: -9.261 eV

Structure (XYZ):
```
45
Properties=species:S:1:pos:R:3:forces:R:3
O -0.031 -0.772 -2.977 -0.137 -0.833 -0.675
O -3.028 -0.586 1.256 -0.606 0.629 0.349
O -0.153 1.174 3.570 0.426 -0.532 1.183
O 1.635 0.965 -0.417 0.302 0.892 -1.016
N 0.870 3.503 0.983 -0.294 0.928 -0.288
N 0.888 -1.978 -0.824 0.622 -1.105 1.655
N -1.785 -2.263 0.442 -0.994 -0.485 -0.498
N -2.134 -0.441 -0.845 -1.792 2.162 -0.090
C 2.160 -3.660 -2.160 1.148 1.520 -0.855
C 0.681 3.028 2.380 -1.406 -0.547 -1.219
C 0.507 -2.127 -3.109 -1.197 1.544 -1.021
C -0.361 1.854 2.405 0.970 1.600 -1.878
C -2.373 -1.047 0.348 0.079 0.307 0.153
C 1.564 -2.211 -2.091 0.754 -2.259 1.411
C 0.208 4.084 3.353 1.079 1.479 -0.566
C -0.935 0.019 3.521 -1.915 0.022 -0.681
C -1.160 -0.547 -3.832 0.762 -0.443 -0.153
H 2.582 -3.848 -3.170 -0.437 0.194 0.344
H 0.954 -2.269 -4.094 -0.175 0.096 -0.349
H -1.200 -2.571 -0.277 1.059 -0.221 -1.270
H -0.878 4.249 3.336 0.306 -0.245 0.098
H 0.696 5.075 3.086 -0.464 -1.012 0.506
H -1.122 -0.377 4.509 0.236 -0.049 0.304
H 1.661 2.635 2.635 -0.043 -0.147 0.371
H 0.577 3.768 4.316 -0.352 0.227 0.630
H 0.723 -1.014 -0.632 -0.103 1.065 -0.433
H -1.409 2.282 2.347 0.850 -0.458 -0.062
H -1.328 -0.747 -1.321 0.989 0.043 -0.892
H 2.425 -1.564 -2.250 -0.231 0.525 -0.380
H -1.736 0.261 -3.380 -0.088 -0.154 -0.152
H 1.443 -4.408 -1.963 -0.869 -0.833 0.426
H 1.581 4.238 1.003 0.213 -0.455 0.066
H -1.736 -1.509 -3.823 0.030 1.021 -0.525
H 1.423 -2.238 0.027 -0.077 -0.229 -1.060
H -1.420 -2.499 1.307 0.246 -0.483 2.020
H 1.990 1.138 -1.326 -0.545 -0.257 1.224
H 0.081 4.069 0.636 -0.070 -0.742 0.383
H -0.814 -0.208 -4.853 -0.509 -0.667 0.856
H -2.499 0.537 -1.002 0.768 -1.935 0.454
H -0.185 1.183 1.524 -0.238 0.465 0.430
H -0.342 -2.863 -2.989 0.970 0.549 0.197
H -0.497 -0.765 2.869 -0.114 0.382 0.211
H 3.036 -3.763 -1.521 -0.225 -0.008 0.390
H -1.928 0.354 3.079 0.900 -1.048 0.525
H 1.369 1.860 -0.080 0.175 -0.503 -0.123
```
Positions in Å, forces in eV/Å.

Atomic partial charges in e from the natural (NBO) method, atoms 1 to 2: -0.578 -0.673

Below is 4 unconnected molecules or ions with the total composition C9H28N4O4 in a non-equilibrium geometry, with properties calculated with wB97M-V/def2-TZVPD.

Calculated values
* strongest force on any atom: 0.08029 hartree/bohr
* gap between HOMO and LUMO: 0.3207 Eh
* LUMO: 0.48 eV
* HOMO: -8.253 eV

Structure (XYZ):
```
45
Properties=species:S:1:pos:R:3:forces:R:3
O 19.374 -3.946 6.254 0.915 -0.462 -0.215
O 26.024 -0.698 7.826 1.537 -1.514 1.244
O 20.059 -2.304 10.768 0.898 -0.605 -2.285
O 20.853 -1.724 7.706 0.031 0.177 0.199
N 15.994 -5.609 6.408 -0.267 0.683 -0.171
N 18.146 -2.495 11.873 -2.296 0.003 0.547
N 20.044 -2.065 12.960 1.271 1.019 3.794
N 22.851 -0.453 6.169 -0.667 0.086 -0.955
C 17.977 -4.052 6.608 1.060 -2.462 0.659
C 24.211 1.266 7.208 1.789 -0.031 0.297
C 24.861 -1.226 7.264 -0.229 1.249 -0.649
C 20.351 -4.895 6.845 -1.034 0.418 -0.313
C 26.621 -1.699 8.689 1.964 1.401 -0.499
C 24.219 -0.045 6.426 -0.683 -1.006 1.434
C 17.388 -5.423 6.072 1.134 0.508 -1.637
C 17.612 -5.553 4.524 0.235 -0.006 -0.108
C 19.432 -2.270 11.793 1.351 -0.232 -1.833
H 23.669 2.109 6.779 -0.939 -0.573 0.075
H 17.749 -2.223 12.761 -0.684 -0.536 -0.438
H 17.361 -4.688 3.910 -0.447 0.142 0.315
H 24.325 -1.655 8.111 -1.186 0.366 -0.148
H 15.695 -6.358 5.800 -0.538 -0.165 0.265
H 21.232 -4.994 6.211 -0.277 0.538 -0.411
H 17.131 -6.435 4.101 -0.761 0.017 0.260
H 17.379 -3.201 6.281 0.461 -0.034 -0.542
H 24.798 0.012 5.504 -0.104 0.107 -0.134
H 22.277 0.357 5.980 0.127 0.312 -0.654
H 19.987 -5.917 6.951 -0.465 0.131 0.051
H 23.997 0.957 8.232 -0.698 0.701 0.096
H 17.634 -2.685 11.023 -0.128 0.398 0.395
H 17.878 -6.327 6.434 0.928 0.432 0.551
H 20.718 -4.550 7.811 -0.305 0.146 0.188
H 26.289 -1.729 9.727 -1.054 -0.245 -0.267
H 20.688 -2.019 8.601 -0.152 0.016 0.585
H 25.067 -2.074 6.610 0.160 -0.064 -0.347
H 27.658 -1.401 8.840 0.192 0.578 -0.112
H 22.333 -0.808 6.959 0.558 -0.553 0.471
H 25.190 1.739 7.278 0.512 -0.404 0.039
H 21.045 -2.195 13.001 -0.125 0.053 -0.656
H 26.820 -2.661 8.218 -1.047 -0.298 -0.103
H 19.820 -1.181 13.393 -0.230 -0.117 0.306
H 15.979 -5.925 7.367 -0.458 -0.167 0.073
H 20.619 -2.474 7.159 -0.310 -0.154 -0.466
H 17.980 -4.021 7.698 -0.534 -0.190 0.325
H 18.625 -5.787 4.196 0.491 0.337 0.776
```
Positions in Å, forces in eV/Å.

Atomic partial charges in e from the natural (NBO) method, atoms 1 to 2: -0.576 -0.542

Below is a molecular structure, C9H29AsF6O5 in a non-equilibrium geometry, with properties calculated with wB97M-V/def2-TZVPD.

Calculated values
* strongest force on any atom: 0.05656 hartree/bohr
* gap between HOMO and LUMO: 0.2797 Eh
* LUMO: -2.67 eV
* HOMO: -10.277 eV

Structure (XYZ):
```
50
Properties=species:S:1:pos:R:3:forces:R:3
As -4.569 0.422 1.478 0.384 0.953 -0.459
F -5.711 -0.983 1.357 1.397 1.874 0.138
F -4.754 0.954 -0.249 -0.001 -0.997 1.733
F -4.115 0.031 3.177 -0.902 0.103 -1.657
F -3.213 -0.716 0.894 -1.350 1.361 0.721
F -5.938 1.561 1.900 1.696 -1.821 -0.221
F -3.424 1.829 1.670 -0.889 -1.565 -0.344
O 0.975 -0.559 4.696 -0.845 -0.607 -1.077
O 1.400 -1.649 -0.531 0.918 -0.328 0.127
O -1.035 2.081 -4.020 0.130 -0.500 0.419
O 0.796 -6.492 -0.328 0.570 0.292 0.586
O 4.522 2.575 -1.218 -1.030 -0.569 -2.360
C -2.157 2.524 -6.128 0.727 -0.507 0.426
C 1.932 0.489 6.540 0.418 -0.750 0.263
C -1.509 -6.851 -0.101 -1.084 -0.958 0.587
C -0.143 -7.469 0.123 -0.364 0.036 -1.769
C 1.378 -0.812 6.011 0.353 0.694 0.482
C 4.658 3.335 -0.073 2.652 -0.555 1.056
C -1.344 4.412 -4.604 0.028 0.179 -0.961
C -1.057 2.961 -5.102 -1.138 1.597 -0.966
C 3.369 3.863 0.421 -0.276 -0.567 -0.817
H 1.171 -1.390 0.365 -0.438 0.784 0.913
H 3.470 4.190 1.456 -0.390 0.199 -0.247
H 0.063 -0.261 4.713 -0.121 0.096 -0.159
H -2.389 4.718 -4.663 -0.362 -0.602 0.558
H 1.282 -2.599 -0.599 -0.150 -1.049 -0.353
H 5.417 4.105 -0.212 -0.146 0.588 -0.172
H -1.815 -6.234 0.744 -0.011 0.137 -0.162
H -0.027 -8.344 -0.517 -0.129 -0.151 -0.264
H 2.153 -1.576 5.954 0.000 -0.052 0.184
H -0.924 4.623 -3.620 -0.038 -0.158 -0.038
H 2.751 0.733 5.863 0.125 0.441 0.362
H 1.674 -6.879 -0.343 0.086 -0.083 0.050
H 3.048 4.605 -0.310 -0.140 0.491 0.520
H 2.269 0.273 7.554 0.299 0.562 0.121
H 0.595 -1.141 6.694 -0.332 -0.367 -0.336
H -1.831 2.301 -3.531 -0.146 -0.304 0.430
H -0.063 2.995 -5.550 0.000 -0.437 -0.041
H -2.211 3.110 -7.046 -0.056 0.381 0.278
H -3.114 2.476 -5.608 -0.151 0.469 -0.062
H -2.017 1.496 -6.462 0.425 -0.115 0.081
H 2.662 3.044 0.280 -0.299 0.002 0.620
H 0.005 -7.884 1.120 0.074 0.715 0.391
H 0.949 -1.168 -1.228 -0.670 0.668 -0.560
H 1.174 1.272 6.532 0.074 -0.031 0.053
H 5.389 2.288 -1.513 -0.036 0.067 -0.027
H -0.946 5.145 -5.306 0.594 -0.065 -0.057
H -1.755 -6.359 -1.042 1.071 0.410 -0.050
H 5.185 2.617 0.555 -0.355 0.306 1.438
H -2.228 -7.664 -0.192 -0.173 -0.267 0.623
```
Positions in Å, forces in eV/Å.

Atomic partial charges in e from the natural (NBO) method, atoms 1 to 2: 2.773 -0.612

Please write out number 4 again, unchanged.
Below is 4 unconnected molecules or ions with the total composition C9H28N4O4 in a non-equilibrium geometry, with properties calculated with wB97M-V/def2-TZVPD.

Calculated values
* strongest force on any atom: 0.08029 hartree/bohr
* gap between HOMO and LUMO: 0.3207 Eh
* LUMO: 0.48 eV
* HOMO: -8.253 eV

Structure (XYZ):
```
45
Properties=species:S:1:pos:R:3:forces:R:3
O 19.374 -3.946 6.254 0.915 -0.462 -0.215
O 26.024 -0.698 7.826 1.537 -1.514 1.244
O 20.059 -2.304 10.768 0.898 -0.605 -2.285
O 20.853 -1.724 7.706 0.031 0.177 0.199
N 15.994 -5.609 6.408 -0.267 0.683 -0.171
N 18.146 -2.495 11.873 -2.296 0.003 0.547
N 20.044 -2.065 12.960 1.271 1.019 3.794
N 22.851 -0.453 6.169 -0.667 0.086 -0.955
C 17.977 -4.052 6.608 1.060 -2.462 0.659
C 24.211 1.266 7.208 1.789 -0.031 0.297
C 24.861 -1.226 7.264 -0.229 1.249 -0.649
C 20.351 -4.895 6.845 -1.034 0.418 -0.313
C 26.621 -1.699 8.689 1.964 1.401 -0.499
C 24.219 -0.045 6.426 -0.683 -1.006 1.434
C 17.388 -5.423 6.072 1.134 0.508 -1.637
C 17.612 -5.553 4.524 0.235 -0.006 -0.108
C 19.432 -2.270 11.793 1.351 -0.232 -1.833
H 23.669 2.109 6.779 -0.939 -0.573 0.075
H 17.749 -2.223 12.761 -0.684 -0.536 -0.438
H 17.361 -4.688 3.910 -0.447 0.142 0.315
H 24.325 -1.655 8.111 -1.186 0.366 -0.148
H 15.695 -6.358 5.800 -0.538 -0.165 0.265
H 21.232 -4.994 6.211 -0.277 0.538 -0.411
H 17.131 -6.435 4.101 -0.761 0.017 0.260
H 17.379 -3.201 6.281 0.461 -0.034 -0.542
H 24.798 0.012 5.504 -0.104 0.107 -0.134
H 22.277 0.357 5.980 0.127 0.312 -0.654
H 19.987 -5.917 6.951 -0.465 0.131 0.051
H 23.997 0.957 8.232 -0.698 0.701 0.096
H 17.634 -2.685 11.023 -0.128 0.398 0.395
H 17.878 -6.327 6.434 0.928 0.432 0.551
H 20.718 -4.550 7.811 -0.305 0.146 0.188
H 26.289 -1.729 9.727 -1.054 -0.245 -0.267
H 20.688 -2.019 8.601 -0.152 0.016 0.585
H 25.067 -2.074 6.610 0.160 -0.064 -0.347
H 27.658 -1.401 8.840 0.192 0.578 -0.112
H 22.333 -0.808 6.959 0.558 -0.553 0.471
H 25.190 1.739 7.278 0.512 -0.404 0.039
H 21.045 -2.195 13.001 -0.125 0.053 -0.656
H 26.820 -2.661 8.218 -1.047 -0.298 -0.103
H 19.820 -1.181 13.393 -0.230 -0.117 0.306
H 15.979 -5.925 7.367 -0.458 -0.167 0.073
H 20.619 -2.474 7.159 -0.310 -0.154 -0.466
H 17.980 -4.021 7.698 -0.534 -0.190 0.325
H 18.625 -5.787 4.196 0.491 0.337 0.776
```
Positions in Å, forces in eV/Å.

Atomic partial charges in e from the natural (NBO) method, atoms 1 to 2: -0.576 -0.542

Question: Which value of gap between HOMO and LUMO does entry 4 give?
Answer: 0.3207 Eh

Question: Look up the strongest force on any atom of the first one.
Answer: 0.06478 hartree/bohr

Question: LUMO of number 4 (C9H28N4O4)?
Answer: 0.48 eV